The following is a DFT calculation (ωB97M-V/def2-TZVPD) of a 3-piece molecular cluster, C16H38IN5O6 overall.

Output
E_LUMO	0.0165	Eh
total energy	-1655.13736	Eh
orbital gap	9.04	eV
HOMO energy	-8.588	eV
SMILES	N[C@H](COCI)NN=C=O.COCCNCCOC.COCCNCCOC

Positions of all 66 atoms, in Å:
N  0.364  1.683  2.023
C  -0.129  1.749  0.614
C  0.952  2.552  -0.238
O  1.986  1.697  -0.735
C  2.961  1.394  0.265
I  4.730  0.600  -0.755
N  -1.447  2.424  0.649
N  -2.179  2.258  -0.546
C  -2.738  1.117  -0.567
O  -2.834  -0.031  -0.717
H  0.245  0.733  2.394
H  -0.165  2.342  2.608
H  -0.151  0.691  0.240
H  1.336  3.424  0.377
H  0.464  3.021  -1.148
H  3.266  2.261  0.904
H  2.535  0.573  0.915
H  -1.336  3.422  0.868
C  -7.734  4.242  5.108
O  -7.833  3.189  4.164
C  -7.541  3.604  2.829
C  -6.255  2.950  2.341
N  -5.090  3.502  3.031
C  -3.853  2.759  2.781
C  -3.779  1.323  3.309
O  -3.781  1.229  4.727
C  -5.071  1.186  5.318
H  -8.084  3.864  6.070
H  -6.699  4.574  5.223
H  -8.369  5.083  4.818
H  -7.497  4.693  2.739
H  -8.367  3.251  2.205
H  -6.150  3.121  1.266
H  -6.340  1.870  2.514
H  -5.268  3.502  4.028
H  -3.048  3.333  3.253
H  -3.651  2.760  1.708
H  -2.815  0.915  2.987
H  -4.543  0.672  2.869
H  -5.809  0.705  4.673
H  -5.399  2.194  5.584
H  -4.997  0.615  6.245
C  3.679  -6.299  -4.186
O  5.067  -6.157  -4.435
C  5.351  -5.510  -5.676
C  5.993  -4.151  -5.430
N  5.025  -3.205  -4.876
C  5.627  -1.959  -4.399
C  6.577  -2.053  -3.200
O  5.939  -2.438  -1.990
C  5.841  -3.838  -1.792
H  3.559  -6.900  -3.283
H  3.206  -5.327  -4.019
H  3.188  -6.818  -5.013
H  4.462  -5.426  -6.306
H  6.073  -6.144  -6.199
H  6.377  -3.758  -6.376
H  6.838  -4.297  -4.746
H  4.544  -3.645  -4.100
H  4.797  -1.302  -4.120
H  6.144  -1.475  -5.234
H  6.964  -1.044  -3.022
H  7.452  -2.680  -3.401
H  6.672  -4.384  -2.245
H  4.888  -4.210  -2.178
H  5.849  -4.027  -0.716

Cartesian forces (eV/Å) of the 2 atoms listed first:
N -0.3 -0.3 -0.4
C 1.5 0.6 0.7